{"formula": "C30H71FN4O5", "method": "the ωB97M-V functional and the def2-TZVPD basis", "smiles": "O=CO[C@@H](F)COCOCCO.CCN(CC)CC.CCN(CC)CC.CCN(CC)CC.CCN(CC)CC", "gap_ev": 8.6, "e_tot_ev": -51172.321, "homo_ha": -0.299, "total_charge": 0, "species": ["O", "C", "O", "C", "F", "C", "O", "C", "O", "C", "C", "O", "H", "H", "H", "H", "H", "H", "H", "H", "H", "H", "H", "C", "C", "N", "C", "C", "C", "C", "H", "H", "H", "H", "H", "H", "H", "H", "H", "H", "H", "H", "H", "H", "H", "C", "C", "N", "C", "C", "C", "C", "H", "H", "H", "H", "H", "H", "H", "H", "H", "H", "H", "H", "H", "H", "H", "C", "C", "N", "C", "C", "C", "C", "H", "H", "H", "H", "H", "H", "H", "H", "H", "H", "H", "H", "H", "H", "H", "C", "C", "N", "C", "C", "C", "C", "H", "H", "H", "H", "H", "H", "H", "H", "H", "H", "H", "H", "H", "H", "H"], "positions_angstrom": [[-1.824, -1.293, 1.869], [-1.650, -0.260, 1.165], [-1.993, 0.992, 1.793], [-0.860, 1.892, 1.731], [-1.266, 3.149, 1.134], [-0.204, 2.204, 3.169], [-1.130, 2.835, 4.093], [-0.377, 3.652, 5.049], [0.798, 2.997, 5.557], [2.029, 3.683, 5.230], [3.040, 2.637, 4.480], [3.463, 3.118, 3.170], [-1.288, -0.372, 0.082], [-0.007, 1.498, 1.054], [0.192, 1.247, 3.681], [0.636, 2.971, 2.969], [-1.096, 3.772, 5.948], [-0.215, 4.703, 4.634], [1.925, 4.570, 4.520], [2.568, 4.004, 6.193], [4.000, 2.568, 5.116], [2.554, 1.601, 4.414], [2.703, 3.493, 2.673], [-2.552, -2.138, -2.523], [-1.768, -3.348, -3.022], [-0.627, -3.700, -2.185], [0.267, -4.672, -2.809], [-0.285, -6.071, -3.080], [-0.909, -3.932, -0.770], [-1.921, -5.021, -0.417], [-1.900, -1.267, -2.407], [-3.330, -1.879, -3.246], [-3.046, -2.335, -1.570], [-1.406, -3.099, -4.025], [-2.461, -4.192, -3.137], [1.178, -4.765, -2.207], [0.606, -4.253, -3.764], [-0.358, -6.660, -2.165], [0.392, -6.610, -3.750], [-1.265, -6.047, -3.561], [-1.258, -2.991, -0.331], [0.029, -4.138, -0.242], [-2.812, -4.989, -1.049], [-2.253, -4.890, 0.618], [-1.482, -6.017, -0.483], [4.372, 7.508, 3.540], [2.936, 8.017, 3.461], [2.499, 8.742, 4.650], [1.057, 8.982, 4.680], [0.467, 9.890, 3.602], [3.327, 9.872, 5.057], [3.540, 11.000, 4.047], [4.521, 6.884, 4.425], [4.596, 6.900, 2.660], [5.095, 8.326, 3.562], [2.295, 7.139, 3.328], [2.829, 8.625, 2.554], [0.777, 9.376, 5.663], [0.553, 8.010, 4.615], [0.690, 10.940, 3.793], [-0.623, 9.794, 3.597], [0.818, 9.633, 2.600], [4.311, 9.489, 5.349], [2.926, 10.301, 5.983], [3.757, 10.629, 3.043], [4.392, 11.613, 4.358], [2.677, 11.664, 3.995], [2.392, -0.639, 1.378], [3.401, 0.053, 0.469], [4.157, -0.866, -0.373], [5.299, -0.238, -1.034], [5.010, 0.859, -2.058], [3.368, -1.766, -1.208], [2.388, -1.138, -2.198], [2.879, -1.395, 2.000], [1.927, 0.093, 2.045], [1.589, -1.115, 0.810], [4.098, 0.593, 1.117], [2.875, 0.811, -0.127], [5.911, -1.011, -1.511], [5.945, 0.189, -0.258], [4.638, 0.446, -2.997], [5.934, 1.395, -2.293], [4.293, 1.596, -1.690], [2.803, -2.435, -0.550], [4.039, -2.438, -1.754], [1.814, -0.318, -1.760], [1.670, -1.895, -2.531], [2.896, -0.772, -3.091], [-6.590, -7.583, -6.976], [-6.277, -7.968, -5.533], [-4.957, -7.539, -5.082], [-4.559, -8.141, -3.811], [-5.376, -7.783, -2.570], [-4.659, -6.117, -5.218], [-5.583, -5.128, -4.511], [-5.826, -7.963, -7.660], [-7.549, -8.015, -7.273], [-6.667, -6.502, -7.104], [-6.331, -9.060, -5.476], [-7.073, -7.579, -4.886], [-3.505, -7.912, -3.617], [-4.589, -9.231, -3.931], [-5.149, -6.777, -2.215], [-5.127, -8.470, -1.756], [-6.452, -7.861, -2.742], [-4.649, -5.869, -6.284], [-3.628, -5.929, -4.893], [-6.639, -5.374, -4.637], [-5.432, -4.126, -4.926], [-5.364, -5.063, -3.444]], "forces_ev_per_angstrom": [[0.735, 4.296, -3.379], [-1.331, -3.618, 3.683], [2.657, -0.505, -1.704], [0.533, 1.015, 0.200], [0.435, -2.206, 1.045], [-0.293, 0.313, -0.209], [1.925, 0.184, 0.033], [-1.857, -0.087, 1.330], [-0.329, 1.964, -1.248], [1.924, -1.116, -0.327], [-0.003, 0.554, 0.682], [-0.778, -0.114, 0.640], [-0.413, 0.974, 1.434], [-1.470, 0.425, 0.962], [-0.426, 1.409, -1.233], [-1.024, -1.444, 0.047], [1.025, -0.283, -1.557], [0.361, -1.478, 0.208], [-0.225, -1.013, 1.095], [-1.108, -0.249, -1.336], [-1.472, -0.023, -1.214], [0.579, 1.448, 0.113], [0.614, -0.493, 0.637], [-0.019, -0.056, 0.102], [-0.025, 0.105, 0.203], [0.417, 0.003, -0.071], [0.038, 0.157, -0.172], [0.085, -0.271, 0.007], [-0.153, 0.297, 0.092], [-0.053, -0.163, 0.258], [0.014, -0.085, 0.001], [0.066, -0.038, 0.050], [0.022, 0.026, -0.013], [0.188, -0.198, 0.066], [-0.153, -0.037, -0.091], [-0.148, 0.092, 0.126], [-0.143, 0.103, 0.045], [-0.091, 0.028, -0.071], [-0.037, 0.047, 0.024], [0.036, 0.024, 0.044], [-0.042, -0.031, -0.107], [0.032, -0.010, -0.275], [0.054, 0.013, -0.010], [0.026, 0.021, -0.098], [-0.110, 0.012, -0.088], [0.003, 0.047, 0.031], [0.254, 0.103, 0.112], [-0.294, -0.089, 0.243], [-0.019, -0.199, 0.019], [-0.200, 0.183, -0.045], [0.302, -0.130, 0.049], [0.069, 0.285, 0.014], [-0.026, 0.100, -0.029], [-0.041, 0.056, 0.060], [-0.017, -0.044, 0.028], [-0.204, 0.166, 0.106], [-0.007, -0.034, -0.159], [0.212, 0.015, -0.030], [0.168, -0.038, -0.051], [0.030, -0.063, -0.092], [0.062, -0.012, 0.006], [0.012, 0.014, 0.072], [-0.072, -0.103, -0.103], [-0.186, -0.179, -0.129], [-0.032, -0.013, 0.054], [-0.063, -0.063, -0.028], [0.033, -0.057, -0.125], [-0.017, -0.037, -0.089], [-0.054, -0.169, 0.040], [0.324, -0.071, -0.023], [0.111, 0.040, 0.220], [0.082, 0.095, -0.247], [-0.196, -0.154, 0.184], [-0.137, -0.169, -0.311], [-0.060, 0.019, -0.101], [0.077, 0.008, -0.022], [0.020, -0.066, 0.045], [0.125, -0.016, -0.214], [-0.091, 0.163, 0.000], [-0.201, -0.081, 0.046], [-0.170, -0.040, 0.080], [-0.058, 0.077, 0.066], [-0.044, -0.032, 0.035], [0.021, -0.067, -0.007], [0.023, 0.123, 0.071], [0.137, 0.222, 0.110], [0.050, -0.014, 0.005], [0.002, 0.063, 0.080], [-0.057, 0.129, 0.076], [0.036, 0.051, 0.004], [0.062, 0.179, -0.155], [0.306, -0.176, 0.144], [0.005, -0.203, -0.106], [0.028, 0.050, 0.267], [-0.052, 0.029, -0.329], [0.033, 0.305, 0.107], [-0.009, 0.070, 0.093], [0.065, 0.035, 0.059], [0.021, -0.042, -0.025], [0.173, 0.054, 0.211], [-0.154, -0.022, 0.024], [-0.067, 0.136, -0.146], [-0.090, 0.076, -0.146], [-0.101, -0.035, -0.025], [-0.007, 0.027, -0.055], [0.067, 0.025, -0.021], [-0.087, -0.127, 0.023], [-0.076, -0.255, 0.088], [0.061, -0.029, 0.008], [-0.016, -0.078, 0.023], [-0.135, -0.030, -0.014]]}